124
Properties=species:S:1:pos:R:3:forces:R:3 method="wB97M-V/def2-TZVPD" e_above_lowest_kcal_mol=132.4 lumo_energy_ha=-0.118 total_energy_ev=-98814.5592 multiplicity=1 charge=+1 gap_ev=8.142
Pb -3.149 -2.188 2.082 1.45 0.94 -2.40
C -0.810 -2.121 -0.603 -1.54 -0.74 2.51
O -0.302 -1.736 0.703 1.93 1.55 0.00
O -2.153 -2.467 -0.328 1.13 1.13 0.08
C -0.488 -0.970 -1.644 -1.06 -0.80 2.81
F -0.946 0.213 -1.150 -0.37 -0.16 -0.70
F 0.819 -0.839 -1.710 1.21 0.10 -0.63
F -0.955 -1.195 -2.849 -0.46 0.15 -0.68
C 1.193 -1.753 0.932 -1.17 -0.03 0.51
C 1.592 -0.932 2.184 -0.80 -0.73 -0.08
H 2.562 -1.267 2.551 0.18 -0.06 -0.21
H 1.636 0.152 2.077 -0.14 -0.15 -0.52
H 0.891 -1.123 2.997 -0.20 -0.07 0.04
H 1.829 -1.433 0.107 -0.65 0.11 -0.20
H 1.364 -2.821 1.072 0.45 -0.10 0.27
H -0.200 -2.998 -0.816 -0.05 -0.26 -1.00
C 1.187 5.130 5.997 -0.33 0.25 0.50
O 1.463 3.901 5.365 1.02 -1.53 -0.56
C 1.501 2.777 6.110 -1.95 -0.35 0.01
O 1.186 2.652 7.278 0.88 0.53 -0.98
O 1.660 1.738 5.248 0.81 0.01 -0.26
C 1.831 0.425 5.809 -0.76 -0.32 0.22
H 1.978 5.352 6.714 -0.45 -0.02 0.39
H 0.175 5.023 6.386 0.22 0.48 0.67
H 1.184 5.945 5.273 0.11 -0.46 -0.35
H 1.515 -0.390 5.157 -0.68 0.74 -0.78
H 1.157 0.380 6.664 0.70 -0.28 0.42
H 2.864 0.105 5.948 0.23 0.92 0.75
C 3.933 1.746 3.200 1.98 -2.76 -0.53
O 3.717 2.945 2.544 -0.34 0.59 -0.17
C 3.906 2.994 1.217 0.52 -1.96 -1.25
O 4.087 2.038 0.443 -0.56 1.63 2.23
O 3.892 4.260 0.871 -0.49 0.40 -0.22
C 3.811 4.454 -0.541 0.89 0.15 -1.44
H 4.769 1.197 2.765 1.03 0.65 -0.37
H 3.294 0.894 2.970 -1.41 0.85 0.65
H 4.262 1.836 4.235 -0.89 0.57 -0.04
H 4.509 3.778 -1.036 -0.25 -0.18 0.04
H 4.173 5.440 -0.829 -0.24 0.20 0.69
H 2.825 4.300 -0.979 0.00 -0.13 0.51
O -2.633 -1.416 -7.331 3.42 -1.62 0.92
C -1.496 -1.930 -7.333 -1.45 2.12 -1.03
O -1.085 -2.655 -8.374 -2.66 -0.41 -1.14
C 0.282 -2.895 -8.380 0.35 -2.83 0.02
C 0.571 -3.032 -6.896 1.94 2.31 0.69
C -0.211 -1.806 -6.476 -2.12 -0.17 2.02
H 0.655 -2.154 -9.087 1.15 0.10 0.78
H 0.459 -3.908 -8.743 -0.19 0.18 -0.93
H 1.615 -2.940 -6.596 0.26 0.42 -0.43
H 0.334 -3.950 -6.360 -0.97 -0.14 -0.78
H 0.298 -0.858 -6.650 -0.01 -0.10 -0.26
H -0.562 -1.811 -5.444 0.33 0.12 0.22
O -7.393 -0.180 -3.722 2.81 0.42 0.21
C -6.170 -0.348 -3.594 -4.37 -0.67 -0.43
O -5.252 0.295 -4.278 0.31 1.29 -0.74
C -3.989 -0.390 -4.233 -0.53 -0.92 -0.05
C -4.066 -1.141 -2.901 0.81 0.33 1.17
C -5.619 -1.395 -2.705 2.97 -0.15 -0.46
H -3.172 0.305 -4.426 -0.15 0.15 0.52
H -3.986 -1.066 -5.089 0.07 -0.16 -0.02
H -3.564 -0.580 -2.112 -0.61 0.82 0.29
H -3.372 -1.978 -2.823 -0.67 -0.68 -0.58
H -6.085 -1.285 -1.726 0.39 -0.37 -0.01
H -5.698 -2.383 -3.157 -1.01 -0.01 0.21
O 2.436 3.611 -3.120 -4.26 -2.79 -2.48
C 1.543 2.974 -3.782 5.78 4.14 0.49
O 1.491 3.195 -5.167 0.34 -0.04 2.88
C 0.586 2.270 -5.684 -0.73 -1.05 -1.80
C 0.342 1.202 -4.639 -0.57 -0.82 0.21
C 0.586 1.940 -3.373 0.54 0.51 0.56
H 1.049 1.816 -6.560 -0.09 0.15 -0.19
H -0.318 2.788 -6.006 -0.17 -0.01 0.06
H 1.042 0.369 -4.708 0.04 0.05 -0.23
H -0.670 0.803 -4.573 0.02 -0.09 -0.69
H 1.052 1.340 -2.591 -0.61 0.36 0.28
H -0.301 2.527 -3.134 -0.22 -0.31 0.79
O 3.387 -0.662 -4.504 1.22 -1.71 2.97
C 3.895 -1.165 -3.494 -0.35 1.10 -1.14
O 3.322 -2.191 -2.781 -0.99 0.25 0.27
C 4.046 -2.521 -1.588 1.74 -0.44 0.73
C 5.458 -1.984 -1.860 -0.30 -0.39 0.11
C 5.207 -0.818 -2.753 -0.39 0.48 -1.71
H 3.980 -3.575 -1.317 0.19 -0.49 -1.34
H 3.797 -2.204 -0.575 -1.38 1.63 -0.44
H 5.988 -2.713 -2.473 0.41 -0.12 0.52
H 5.998 -1.611 -0.990 0.08 -0.75 0.11
H 6.035 -0.773 -3.460 -0.26 0.54 -0.22
H 5.091 0.154 -2.273 -0.05 -0.04 0.12
O -1.272 -3.240 3.183 2.24 -1.03 2.87
C -0.400 -3.611 3.997 0.67 1.89 0.28
O -0.056 -2.976 5.229 -1.08 -0.31 -3.33
C 1.024 -3.725 5.810 -0.78 -0.13 2.87
C 0.864 -5.103 5.310 0.75 -2.13 -1.10
C 0.576 -4.786 3.884 -2.47 0.47 -1.39
H 0.770 -3.683 6.869 0.42 0.14 0.14
H 2.050 -3.374 5.700 -0.28 0.66 -0.65
H 0.098 -5.754 5.732 -0.23 0.57 0.38
H 1.764 -5.717 5.288 0.23 0.25 0.57
H -0.061 -5.460 3.311 0.85 -0.71 -0.16
H 1.496 -4.491 3.380 -0.25 0.10 -0.42
O -3.988 0.151 1.325 -1.66 0.69 -0.53
C -4.250 1.114 0.588 3.41 -0.91 -0.18
O -5.338 1.406 -0.017 -2.85 -1.78 0.24
C -5.284 2.507 -0.927 1.43 0.81 -0.31
C -3.787 2.750 -1.038 1.40 1.59 -0.82
C -3.211 2.117 0.169 0.82 -0.84 1.22
H -5.790 3.330 -0.422 -0.27 -0.05 -0.47
H -5.644 2.238 -1.920 -0.73 -0.12 0.49
H -3.413 3.769 -1.146 -0.86 0.54 0.45
H -3.277 2.386 -1.930 -0.64 -0.98 -0.16
H -3.113 2.706 1.081 0.10 0.74 -0.14
H -2.231 1.669 0.001 -0.23 -0.20 0.18
O -1.968 -0.327 3.268 -1.01 1.57 0.99
C -2.137 0.465 4.211 1.96 -1.49 -0.39
O -1.506 0.144 5.350 -0.57 -0.75 -0.13
C -2.004 0.866 6.457 -1.22 2.11 0.28
C -3.075 1.859 5.861 -0.17 -1.40 0.83
C -2.788 1.827 4.370 -0.26 -0.29 -0.16
H -1.192 1.411 6.938 0.09 -0.25 0.01
H -2.588 0.288 7.174 0.78 -0.70 -0.07
H -3.149 2.738 6.502 0.42 0.51 -0.85
H -4.050 1.391 5.993 -0.10 -0.14 0.06
H -2.053 2.583 4.096 -0.05 -0.03 -0.47
H -3.683 1.816 3.748 0.15 0.55 -0.07